Entry from OMol25: a 7-piece molecular cluster, C19H55N5O7 overall at a distorted geometry (wB97M-V/def2-TZVPD).

CARTESIAN COORDINATES (ANGSTROEM)
C1 -2.3246 2.0826 2.3769
C2 -3.6663 1.8985 1.6386
O1 -3.9620 0.5161 1.4998
H1 -1.4165 2.2661 1.8027
H2 -1.9867 1.1424 2.8127
H3 -2.3013 2.6794 3.2887
H4 -3.6582 2.3247 0.6354
H5 -4.3798 2.3584 2.3224
H6 -3.4651 0.0678 2.1882
C3 -3.1922 0.9842 -2.3532
C4 -2.5777 0.2340 -3.5483
O2 -1.4062 -0.3957 -3.2539
H7 -4.2171 1.3245 -2.5013
H8 -2.5563 1.8300 -2.0915
H9 -3.1975 0.2457 -1.5516
H10 -2.3982 0.9061 -4.3874
H11 -3.3366 -0.4315 -3.9598
H12 -1.1129 -0.8903 -4.0226
C5 1.4527 -1.6932 4.1403
C6 0.1905 -0.9129 4.1358
O3 0.4078 0.4199 3.7471
H13 2.0801 -1.4000 4.9820
H14 2.1824 -1.6595 3.3313
H15 1.1812 -2.7461 4.2167
H16 -0.3771 -1.0448 5.0569
H17 -0.5537 -1.2671 3.4225
H18 0.5324 0.4025 2.7954
C7 -0.0517 0.1531 0.0872
O4 0.1276 0.4177 1.2505
N1 -0.6780 -0.8851 -0.3674
N2 0.5510 0.7606 -0.9334
H19 -0.9834 -0.6473 -1.3003
H20 -1.3908 -1.4026 0.1268
H21 0.3439 0.4978 -1.8864
H22 1.3509 1.3207 -0.6751
C8 -4.7982 -3.3986 0.9808
C9 -3.6075 -3.2009 0.0789
C10 -3.8916 -2.8615 -1.4425
O5 -4.6363 -3.8978 -2.0410
C11 -4.7119 -3.8355 -3.4107
N3 -2.8969 -2.1417 0.7229
H23 -4.6092 -3.3635 2.0537
H24 -5.2810 -4.3296 0.6838
H25 -5.5309 -2.6026 0.8480
H26 -2.9320 -4.0552 0.0332
H27 -2.9155 -2.6399 -1.8740
H28 -4.4533 -1.9281 -1.4793
H29 -5.1638 -4.7583 -3.7745
H30 -3.7452 -3.6244 -3.8680
H31 -5.4276 -3.0890 -3.7551
H32 -2.7098 -2.2018 1.7136
H33 -3.4155 -1.2813 0.6187
C12 1.0270 4.9277 2.5650
C13 2.4764 4.5864 2.8361
C14 2.8345 4.7161 4.3569
O6 4.0156 5.4064 4.3300
C15 4.8640 4.7963 5.2952
N4 2.8190 3.2912 2.2738
H34 0.9491 6.0113 2.6527
H35 0.3731 4.4627 3.3027
H36 0.6969 4.5530 1.5961
H37 3.0224 5.4151 2.3852
H38 2.8420 3.8662 5.0394
H39 2.0894 5.3688 4.8117
H40 5.0273 3.7217 5.2132
H41 4.5229 4.9968 6.3109
H42 5.8634 5.2266 5.2311
H43 2.4749 3.2239 1.3265
H44 2.2590 2.7130 2.8839
C16 5.4535 -2.3817 -5.8836
C17 4.1197 -2.3065 -5.1492
C18 4.2135 -1.7369 -3.6963
O7 2.8657 -1.9773 -3.1542
C19 2.8032 -1.9130 -1.7298
N5 3.1606 -1.6565 -6.0045
H45 5.5245 -3.3143 -6.4433
H46 6.2902 -2.4850 -5.1927
H47 5.6232 -1.4897 -6.4866
H48 3.7531 -3.3312 -5.0882
H49 4.5398 -0.7033 -3.5806
H50 4.9580 -2.3836 -3.2319
H51 3.4576 -2.5704 -1.1574
H52 1.7706 -2.1989 -1.5297
H53 2.9851 -0.8886 -1.4047
H54 2.3070 -1.4346 -5.5123
H55 3.5328 -0.7586 -6.2791

## Properties
Spin multiplicity ... 2
Charge ... +1
HOMO-LUMO gap (spin up / spin down) ... 8.2 / 2.3 eV
M ... 465.68 g/mol
Strongest force on any atom ... 0.078 hartree/bohr